{
  "formula": "C6H13NO",
  "method": "ωB97M-V/def2-TZVPD",
  "e_tot_ev": -9960.536,
  "largest_force_ev_per_a": 2.4,
  "charge": 0,
  "elements": ["C", "C", "C", "N", "C", "C", "C", "H", "H", "H", "H", "H", "H", "H", "H", "H", "H", "H", "H", "H", "O"],
  "positions_angstrom": [[0.64, -0.48, 0.70], [-0.76, -0.90, 0.37], [-0.94, -2.05, -0.58], [-0.10, -1.77, -1.71], [-1.85, -0.32, 0.88], [1.14, 2.59, 0.43], [2.07, 2.52, 1.36], [0.97, -0.83, 1.67], [1.25, -0.83, -0.14], [0.65, 0.61, 0.61], [-0.38, -2.89, -0.12], [0.27, -2.64, -2.11], [-1.99, -2.37, -0.67], [-2.84, -0.70, 0.63], [-1.82, 0.60, 1.46], [0.10, 2.72, 0.78], [1.74, 2.16, 2.34], [3.10, 2.88, 1.30], [-0.38, -0.22, -2.44], [-0.18, 1.24, -2.09], [-0.69, 0.69, -2.70]],
  "lowdin_charge": [-0.07, -0.37, -0.28, 0.05, 0.06, 0.06, -0.09, 0.09, 0.08, 0.00, 0.13, 0.05, 0.12, 0.06, 0.06, 0.06, 0.08, 0.06, -0.03, 0.00, -0.11]
}



{
  "formula": "C6H13NO",
  "method": "ωB97M-V/def2-TZVPD",
  "smiles": "C/C=C/C/C=C/N.O",
  "e_tot_ev": -9968.720,
  "largest_force_ev_per_a": 2.0,
  "charge": 0,
  "elements": ["C", "C", "N", "C", "C", "C", "C", "H", "H", "H", "H", "H", "H", "H", "H", "H", "H", "H", "H", "H", "O"],
  "positions_angstrom": [[-1.29, 0.87, -1.06], [-2.17, -0.09, -1.31], [-3.48, 0.14, -1.78], [0.20, 0.56, -0.79], [0.48, -0.22, 0.48], [0.36, 0.24, 1.71], [0.52, -0.56, 2.98], [-1.49, 1.93, -0.98], [-1.95, -1.13, -1.21], [-4.09, -0.67, -1.72], [-3.95, 0.93, -1.36], [0.64, 1.52, -0.74], [0.63, 0.12, -1.64], [0.83, -1.21, 0.20], [0.13, 1.29, 1.87], [1.53, -0.93, 3.12], [0.17, -0.02, 3.86], [-0.17, -1.41, 2.97], [3.99, -1.26, -0.04], [4.86, -0.77, -1.21], [4.35, -0.47, -0.44]],
  "lowdin_charge": [-0.11, -0.22, 0.02, -0.21, -0.13, -0.17, -0.11, 0.10, 0.11, 0.07, 0.08, 0.09, 0.08, 0.10, 0.11, 0.07, 0.06, 0.07, 0.02, 0.04, -0.06]
}



{
  "formula": "C6H13NO",
  "method": "ωB97M-V/def2-TZVPD",
  "smiles": "C=C(CCCO)NC",
  "e_tot_ev": -9968.828,
  "largest_force_ev_per_a": 2.4,
  "charge": 0,
  "elements": ["C", "O", "C", "C", "C", "C", "C", "N", "H", "H", "H", "H", "H", "H", "H", "H", "H", "H", "H", "H", "H"],
  "positions_angstrom": [[1.80, 1.35, -0.37], [1.48, 2.62, 0.20], [0.73, 0.88, -1.42], [0.30, -0.58, -1.23], [-0.14, -0.84, 0.22], [0.50, -1.81, 0.88], [-2.40, -0.59, 1.02], [-1.09, 0.05, 0.77], [2.75, 1.40, -0.89], [1.79, 0.63, 0.44], [0.52, 2.67, 0.16], [-0.13, 1.51, -1.18], [1.17, 1.05, -2.40], [0.95, -1.37, -1.61], [-0.61, -0.79, -1.82], [0.24, -2.07, 1.91], [1.18, -2.49, 0.40], [-2.40, -1.64, 1.33], [-2.84, -0.02, 1.84], [-3.04, -0.48, 0.15], [-0.76, 0.50, 1.61]],
  "lowdin_charge": [-0.25, -0.08, -0.16, -0.16, -0.40, 0.06, -0.10, -0.05, 0.11, 0.09, 0.06, 0.09, 0.10, 0.11, 0.11, 0.06, 0.06, 0.07, 0.08, 0.07, 0.11]
}



{
  "formula": "C6H13NO",
  "method": "ωB97M-V/def2-TZVPD",
  "e_tot_ev": -9967.392,
  "largest_force_ev_per_a": 2.1,
  "charge": 0,
  "elements": ["C", "C", "C", "C", "C", "C", "O", "N", "H", "H", "H", "H", "H", "H", "H", "H", "H", "H", "H", "H", "H"],
  "positions_angstrom": [[1.06, -0.50, 0.09], [-1.92, -0.07, -0.58], [0.71, -0.03, 1.47], [1.35, -1.96, -0.07], [1.67, 0.43, -0.82], [-2.22, 1.35, -0.17], [-0.62, -0.34, -0.95], [-1.32, 2.20, 0.12], [-1.71, 3.10, 0.37], [-2.61, -0.30, -1.42], [-2.26, -0.71, 0.26], [-3.29, 1.58, -0.11], [0.61, 0.48, -1.42], [0.31, 0.99, 1.43], [-0.01, -0.69, 1.94], [1.62, -0.02, 2.07], [0.60, -2.57, 0.42], [1.41, -2.23, -1.12], [2.32, -2.17, 0.39], [2.45, 0.03, -1.46], [1.85, 1.43, -0.44]],
  "lowdin_charge": [-0.37, -0.31, -0.05, -0.04, -0.06, -0.22, -0.25, 0.10, 0.05, 0.11, 0.12, 0.11, 0.14, 0.06, 0.09, 0.10, 0.09, 0.09, 0.10, 0.08, 0.08]
}



{
  "formula": "C6H13NO",
  "method": "ωB97M-V/def2-TZVPD",
  "smiles": "C=C(C)[C@@H](C)N(C)O",
  "e_tot_ev": -9967.562,
  "largest_force_ev_per_a": 2.8,
  "charge": 0,
  "elements": ["C", "C", "C", "C", "N", "C", "C", "O", "H", "H", "H", "H", "H", "H", "H", "H", "H", "H", "H", "H", "H"],
  "positions_angstrom": [[-0.49, 0.59, 0.12], [1.92, 1.33, -0.40], [-1.34, 1.10, 1.29], [0.23, -1.22, -1.57], [0.92, 0.77, 0.47], [-0.76, -0.85, -0.30], [-1.59, -1.72, 0.28], [1.46, -0.18, 1.40], [1.09, -1.03, 1.10], [-0.71, 1.24, -0.74], [1.48, 2.03, -1.11], [2.46, 0.55, -0.94], [2.65, 1.88, 0.20], [-2.41, 1.03, 1.05], [-1.12, 2.15, 1.50], [-1.16, 0.53, 2.21], [-0.09, -2.20, -1.93], [0.03, -0.49, -2.36], [1.30, -1.32, -1.37], [-2.18, -1.46, 1.16], [-1.69, -2.74, -0.07]],
  "lowdin_charge": [-0.35, -0.08, -0.06, -0.03, -0.25, -0.27, 0.05, -0.02, 0.08, 0.15, 0.09, 0.06, 0.08, 0.08, 0.08, 0.08, 0.06, 0.07, 0.06, 0.06, 0.06]
}



{
  "formula": "C6H13NO",
  "method": "ωB97M-V/def2-TZVPD",
  "smiles": "CCC[C@H](C=O)NC",
  "e_tot_ev": -9969.093,
  "largest_force_ev_per_a": 2.5,
  "charge": 0,
  "elements": ["C", "N", "C", "C", "C", "C", "C", "O", "H", "H", "H", "H", "H", "H", "H", "H", "H", "H", "H", "H", "H"],
  "positions_angstrom": [[0.90, -2.43, 0.41], [1.29, -1.06, 0.06], [0.43, -0.04, 0.67], [0.31, 1.18, -0.27], [-0.75, 1.25, -1.36], [-2.14, 0.70, -0.92], [1.17, 0.63, 1.87], [0.64, 0.71, 2.95], [0.83, -2.46, 1.51], [1.82, -3.00, 0.28], [-0.04, -2.87, 0.05], [1.31, -1.01, -0.95], [-0.51, -0.46, 1.02], [0.31, 2.13, 0.30], [1.28, 1.32, -0.78], [-0.88, 2.27, -1.71], [-0.52, 0.61, -2.21], [-2.15, 0.39, 0.13], [-2.41, -0.21, -1.47], [-3.02, 1.32, -1.12], [2.13, 1.05, 1.55]],
  "lowdin_charge": [-0.12, -0.08, -0.33, -0.19, -0.23, -0.10, -0.23, 0.07, 0.08, 0.08, 0.08, 0.10, 0.12, 0.12, 0.12, 0.10, 0.10, 0.05, 0.07, 0.06, 0.13]
}



{
  "formula": "C6H13NO",
  "method": "ωB97M-V/def2-TZVPD",
  "e_tot_ev": -9959.819,
  "largest_force_ev_per_a": 1.0,
  "spin_multiplicity": 2,
  "charge": 1,
  "elements": ["C", "C", "C", "C", "H", "H", "H", "H", "H", "H", "C", "N", "C", "O", "H", "H", "H", "H", "H", "H", "H"],
  "positions_angstrom": [[1.85, -1.51, 0.24], [2.46, -0.35, -0.21], [1.91, 0.90, -0.43], [2.72, 1.97, -0.71], [0.83, -1.79, 0.01], [2.44, -2.22, 0.80], [3.54, -0.41, -0.37], [0.85, 1.08, -0.32], [2.33, 2.97, -0.78], [3.79, 1.82, -0.84], [-3.02, -0.69, -0.73], [-1.73, -0.65, -0.05], [-1.68, 0.37, 0.99], [-0.48, 0.23, 1.75], [-3.81, -0.90, -0.01], [-3.02, -1.48, -1.48], [-3.27, 0.25, -1.22], [-1.02, -0.45, -0.74], [-1.72, 1.38, 0.60], [-2.54, 0.21, 1.64], [-0.43, -0.73, 1.85]],
  "lowdin_charge": [0.22, -0.05, -0.08, 0.21, 0.09, 0.11, 0.14, 0.11, 0.10, 0.10, -0.11, -0.12, -0.31, -0.07, 0.08, 0.09, 0.08, 0.08, 0.13, 0.13, 0.08]
}



{
  "formula": "C6H13NO10Tl",
  "method": "ωB97M-V/def2-TZVPD",
  "e_tot_ev": -33070.345,
  "largest_force_ev_per_a": 3.6,
  "charge": 1,
  "elements": ["Tl", "N", "O", "O", "O", "O", "H", "C", "O", "C", "O", "O", "C", "H", "H", "H", "H", "H", "H", "C", "O", "C", "O", "O", "C", "H", "H", "H", "H", "H", "H"],
  "positions_angstrom": [[1.15, -0.35, 1.76], [0.76, 3.05, 5.68], [1.64, 3.56, 4.92], [0.43, 3.70, 6.62], [0.17, 2.02, 5.53], [4.47, -3.08, 1.10], [4.89, -3.83, 1.56], [4.57, -2.29, -3.45], [4.60, -1.05, -4.24], [3.90, 0.06, -3.70], [3.35, 0.16, -2.60], [4.09, 1.01, -4.52], [3.31, 2.17, -4.53], [3.57, -2.46, -3.05], [5.38, -2.34, -2.72], [4.70, -3.09, -4.18], [2.30, 2.08, -4.12], [3.27, 2.70, -5.48], [3.77, 2.89, -3.85], [-5.39, -2.14, 0.12], [-5.76, -1.43, 1.35], [-4.88, -0.62, 1.87], [-3.73, -0.62, 1.57], [-5.59, 0.31, 2.64], [-4.88, 1.46, 3.04], [-5.22, -1.45, -0.71], [-6.21, -2.85, 0.01], [-4.42, -2.64, 0.15], [-4.10, 1.01, 3.66], [-5.62, 2.13, 3.46], [-4.52, 1.90, 2.10]],
  "lowdin_charge": [0.97, -0.60, 0.18, 0.26, 0.19, -0.02, 0.01, -0.04, -0.03, -0.56, 0.07, 0.04, -0.04, 0.08, 0.09, 0.09, 0.10, 0.10, 0.10, 0.00, 0.01, -0.61, 0.12, -0.04, -0.05, 0.10, 0.10, 0.08, 0.10, 0.10, 0.09]
}



{
  "formula": "C6H13NO2",
  "method": "ωB97M-V/def2-TZVPD",
  "e_tot_ev": -12013.180,
  "largest_force_ev_per_a": 3.2,
  "spin_multiplicity": 2,
  "charge": -1,
  "elements": ["C", "O", "C", "C", "C", "C", "N", "C", "H", "H", "H", "H", "H", "H", "H", "H", "H", "H", "H", "H", "H", "O"],
  "positions_angstrom": [[-1.89, -2.37, 1.13], [-2.81, -3.08, 0.35], [-0.65, -1.60, 0.51], [-1.07, -0.68, -0.68], [-0.30, 0.53, -0.96], [0.69, 1.16, -0.39], [1.08, 2.35, -1.06], [2.01, 2.47, -1.91], [-2.66, -1.77, 1.53], [-1.71, -3.03, 1.99], [-2.52, -3.18, -0.56], [-0.30, -0.82, 1.21], [0.34, -2.22, 0.18], [-2.09, -0.26, -0.56], [-0.96, -1.26, -1.57], [-0.55, 0.83, -2.05], [1.09, 1.13, 0.66], [2.68, 1.72, -2.51], [2.13, 3.45, -2.34], [2.52, 2.00, 3.13], [3.27, 2.17, 1.66], [2.62, 1.54, 2.21]],
  "lowdin_charge": [-0.28, -0.10, -0.15, -0.26, -0.18, -0.24, -0.05, -0.16, 0.09, 0.10, 0.07, 0.09, 0.15, 0.12, 0.08, 0.13, 0.08, 0.07, 0.02, -0.04, -0.04, -0.51]
}



{
  "formula": "C6H13NO2",
  "method": "ωB97M-V/def2-TZVPD",
  "e_tot_ev": -12014.906,
  "largest_force_ev_per_a": 0.3,
  "charge": 0,
  "elements": ["C", "C", "C", "C", "C", "C", "N", "O", "O", "H", "H", "H", "H", "H", "H", "H", "H", "H", "H", "H", "H", "H"],
  "positions_angstrom": [[0.19, 1.62, 0.78], [0.20, -1.00, -0.41], [-1.03, 2.49, 0.53], [1.07, -1.24, -1.61], [-1.22, -0.85, -0.59], [0.68, -1.62, 0.87], [0.81, 0.96, -0.14], [-2.01, 1.56, 0.28], [0.42, 1.35, 2.07], [1.12, 0.68, 2.12], [0.54, 1.31, -1.05], [-1.23, 3.09, 1.43], [-0.82, 3.19, -0.30], [0.07, -1.31, 1.72], [0.76, -0.64, -2.46], [2.12, -1.05, -1.39], [0.96, -2.29, -1.90], [-1.55, -0.94, -1.63], [-1.57, 0.27, -0.24], [-1.82, -1.46, 0.08], [1.73, -1.41, 1.06], [0.56, -2.71, 0.78]],
  "lowdin_charge": [-0.39, -0.38, -0.31, -0.06, -0.06, -0.06, 0.14, -0.22, 0.11, 0.11, 0.10, 0.11, 0.11, 0.09, 0.09, 0.08, 0.10, 0.09, 0.07, 0.10, 0.09, 0.10]
}



{
  "formula": "C6H13NO2",
  "method": "ωB97M-V/def2-TZVPD",
  "smiles": "C[C@@H]1C(C)(C)O[C@@]1(N)O",
  "e_tot_ev": -12017.764,
  "largest_force_ev_per_a": 2.1,
  "charge": 0,
  "elements": ["C", "C", "C", "C", "C", "H", "H", "H", "H", "H", "H", "H", "H", "H", "H", "C", "N", "O", "O", "H", "H", "H"],
  "positions_angstrom": [[-0.20, 1.40, -1.41], [-2.18, 0.55, -0.10], [0.96, -1.34, -1.15], [-0.68, 0.52, -0.27], [-0.04, -0.85, -0.12], [-0.77, -1.63, 0.12], [-2.53, 1.57, 0.03], [0.88, 1.46, -1.42], [-0.60, 2.41, -1.28], [-0.55, 0.99, -2.35], [-2.65, 0.13, -0.99], [-2.47, -0.04, 0.77], [1.38, -2.29, -0.81], [0.47, -1.50, -2.11], [1.78, -0.64, -1.27], [0.57, -0.27, 1.25], [1.99, -0.27, 1.32], [0.00, -0.94, 2.33], [0.02, 1.01, 1.04], [-0.07, -0.31, 3.06], [2.36, 0.66, 1.14], [2.33, -0.61, 2.21]],
  "lowdin_charge": [-0.02, -0.01, -0.06, -0.44, -0.20, 0.14, 0.09, 0.08, 0.09, 0.09, 0.09, 0.09, 0.08, 0.08, 0.07, -0.63, 0.14, 0.04, 0.00, 0.11, 0.09, 0.08]
}



{
  "formula": "C6H13NO2",
  "method": "ωB97M-V/def2-TZVPD",
  "smiles": "[H]/N=C(/C)[C@@H](O)[C@@H](C)OC",
  "e_tot_ev": -12015.056,
  "largest_force_ev_per_a": 4.5,
  "charge": 0,
  "elements": ["C", "C", "C", "O", "N", "H", "H", "H", "H", "H", "H", "H", "C", "C", "C", "O", "H", "H", "H", "H", "H", "H"],
  "positions_angstrom": [[0.47, 0.85, 2.18], [-1.83, 0.74, -0.72], [-1.26, -0.33, 0.16], [0.39, 0.89, 0.77], [-2.06, -1.01, 0.90], [-1.61, -1.74, 1.45], [1.23, 1.57, 2.50], [0.68, -0.14, 2.60], [-0.49, 1.17, 2.59], [-1.06, 1.23, -1.30], [-2.32, 1.48, -0.09], [-2.59, 0.31, -1.39], [1.83, 0.53, -1.30], [0.15, -1.20, -0.43], [1.22, -0.25, -0.17], [0.00, -1.58, -1.79], [-0.89, -1.96, -1.89], [0.20, -2.07, 0.22], [1.97, -0.64, 0.53], [1.07, 0.85, -2.02], [2.52, -0.12, -1.86], [2.37, 1.41, -0.94]],
  "lowdin_charge": [-0.12, -0.04, -0.37, -0.24, 0.11, 0.04, 0.08, 0.09, 0.09, 0.07, 0.09, 0.08, -0.03, -0.27, -0.18, -0.01, 0.11, 0.13, 0.14, 0.08, 0.09, 0.09]
}